P) DFT (ωB97M-V/def2-TZVPD) results for C28H37BrFGeO5S5TeY as an isolated structure.

Calculated values
* frontier orbital gap: 5.80 eV
* charge: -2
* spin multiplicity: 1
* HOMO: -2.00 eV

Last column: Mulliken charge in e.
Positions of all 80 atoms, in Å:
Y (0.37309, 0.75500, 2.25790)  0.13
C (-3.81849, 3.11216, -4.76228)  -2.16
C (-4.22735, 2.40373, -3.47004)  2.03
C (-5.26171, 3.28499, -2.75552)  -1.70
C (-4.88697, 1.06959, -3.84769)  -1.68
C (-3.03468, 2.14988, -2.54905)  -0.49
C (-3.22922, 1.54352, -1.31452)  -0.36
C (-2.15407, 1.30764, -0.48751)  -0.07
Br (-2.46011, 0.42562, 1.17280)  -0.24
C (-0.81239, 1.64572, -0.77860)  0.40
O (0.14467, 1.37699, 0.04124)  0.55
C (-0.62481, 2.26416, -2.05467)  -0.97
C (-1.72140, 2.48651, -2.87766)  0.60
C (0.77750, 2.70395, -2.47853)  2.61
C (1.75778, 1.52353, -2.41492)  -1.51
C (1.23714, 3.82536, -1.53812)  -1.05
C (0.81085, 3.24801, -3.90909)  -2.59
H (-4.70265, 3.27991, -5.38359)  0.44
H (-3.10983, 2.51535, -5.33986)  0.37
H (-3.35932, 4.08128, -4.55766)  0.39
H (-6.12037, 3.47787, -3.40698)  0.45
H (-4.81753, 4.24104, -2.47236)  0.37
H (-5.62832, 2.80876, -1.84537)  0.31
H (-5.75734, 1.23530, -4.49128)  0.45
H (-5.21811, 0.52913, -2.95984)  0.32
H (-4.17855, 0.43084, -4.37901)  0.36
H (-4.21739, 1.24351, -0.98571)  0.36
H (-1.53948, 2.95901, -3.83183)  0.51
H (1.79706, 1.09843, -1.41627)  -0.10
H (2.76425, 1.85789, -2.68550)  0.48
H (1.45691, 0.74032, -3.11847)  0.37
H (1.21052, 3.49827, -0.50302)  -0.34
H (0.57555, 4.69123, -1.62876)  0.34
H (2.25726, 4.13721, -1.78458)  0.41
H (0.47878, 2.50288, -4.63776)  0.43
H (1.84001, 3.52188, -4.15406)  0.46
H (0.19448, 4.14372, -4.02289)  0.43
S (0.06786, 3.58334, 2.34732)  -0.48
S (2.09391, 3.98927, 2.20380)  -0.12
S (3.09517, 2.42090, 1.30671)  -0.05
S (3.08663, 1.03880, 2.88260)  -0.21
F (1.06928, -1.02645, 1.28689)  -0.41
C (-2.57878, -4.88999, 3.24874)  -1.15
Te (-1.48721, -3.08787, 3.69768)  0.49
C (-3.22099, -2.15039, 4.51228)  -0.99
H (-2.81572, -5.44530, 4.15519)  0.35
H (-1.95737, -5.50918, 2.60277)  0.24
H (-3.49781, -4.63685, 2.72059)  0.32
H (-4.06395, -2.32115, 3.84328)  0.32
H (-2.99771, -1.08814, 4.57736)  0.18
H (-3.44052, -2.53377, 5.50652)  0.37
O (1.03990, 1.14963, 5.13944)  -0.64
S (0.42087, -0.16030, 4.97952)  1.17
O (1.34660, -1.03284, 4.16968)  -0.42
O (-0.76860, 0.06089, 3.99994)  -0.85
O (-0.06192, -0.79691, 6.17879)  -0.71
Ge (3.00935, -1.35178, 2.31120)  1.11
C (3.88124, -1.17867, 0.54770)  -0.14
C (3.23132, -1.37049, -0.67019)  0.30
C (3.91590, -1.24509, -1.87279)  -0.50
C (5.26482, -0.92080, -1.88160)  -0.43
C (5.92475, -0.71293, -0.67761)  -0.64
C (5.23465, -0.84075, 0.52020)  -0.26
C (2.24809, -3.16385, 2.49046)  -0.05
C (1.45869, -3.80597, 1.53799)  0.31
C (1.04271, -5.11789, 1.72566)  -0.78
C (1.39431, -5.80841, 2.87845)  -0.31
C (2.17366, -5.17943, 3.83823)  -0.67
C (2.59714, -3.87195, 3.63709)  -0.21
H (4.18571, -1.48048, 3.32688)  -0.22
H (2.16996, -1.57974, -0.67730)  0.02
H (3.38314, -1.38019, -2.80703)  0.34
H (5.79477, -0.81370, -2.82122)  0.36
H (6.97407, -0.44011, -0.67036)  0.37
H (5.75557, -0.65567, 1.45474)  0.27
H (1.14190, -3.26882, 0.65589)  0.09
H (0.42249, -5.59479, 0.97453)  0.38
H (1.04855, -6.82435, 3.03332)  0.33
H (2.43571, -5.69719, 4.75367)  0.34
H (3.18609, -3.38081, 4.40403)  0.26


Q) DFT (ωB97M-V/def2-TZVPD) results for C28H37BrFGeO5S5TeY as an isolated structure.

Calculated values
* frontier orbital gap: 6.05 eV
* charge: -2
* spin multiplicity: 1
* HOMO: -2.12 eV

Last column: Mulliken charge in e.
Positions of all 80 atoms, in Å:
Y (0.20366, -0.62449, 0.70977)  0.06
C (-0.65059, 4.94881, 6.26958)  -1.69
C (0.03891, 5.54255, 5.03283)  2.03
C (1.28228, 6.29839, 5.50326)  -2.18
C (-0.90804, 6.55318, 4.36998)  -1.70
C (0.37834, 4.42621, 4.04536)  -0.43
C (-0.63833, 3.63712, 3.51603)  -0.38
C (-0.33402, 2.62765, 2.63013)  -0.13
Br (-1.74416, 1.56950, 1.92209)  -0.10
C (0.96963, 2.30507, 2.19471)  0.38
O (1.18725, 1.36515, 1.33261)  -0.16
C (2.00690, 3.10742, 2.75671)  -0.98
C (1.67928, 4.12755, 3.64270)  0.64
C (3.46232, 2.79746, 2.40472)  2.48
C (4.43820, 3.78893, 3.04410)  -2.59
C (3.81968, 1.39904, 2.93240)  -1.32
C (3.66761, 2.88303, 0.88286)  -1.32
H (-0.91088, 5.73754, 6.98340)  0.45
H (0.00820, 4.23324, 6.76480)  0.38
H (-1.56514, 4.42118, 5.99656)  0.32
H (0.98858, 7.08488, 6.20411)  0.44
H (1.80454, 6.76744, 4.66687)  0.38
H (1.98274, 5.63497, 6.01394)  0.39
H (-1.17001, 7.35425, 5.06923)  0.45
H (-1.83058, 6.07242, 4.04241)  0.31
H (-0.43514, 6.99802, 3.49204)  0.37
H (-1.67596, 3.79584, 3.78419)  0.38
H (2.48824, 4.71557, 4.05151)  0.54
H (4.39661, 3.75281, 4.13539)  0.41
H (4.24847, 4.81668, 2.72113)  0.41
H (5.45447, 3.52263, 2.74200)  0.48
H (3.80708, 1.40062, 4.02551)  0.29
H (4.82209, 1.11079, 2.60143)  0.36
H (3.12222, 0.63392, 2.60582)  0.20
H (3.52484, 3.91295, 0.54037)  0.35
H (2.95860, 2.24586, 0.35888)  -0.12
H (4.68392, 2.57020, 0.62402)  0.44
S (-2.49321, -1.64800, 0.96400)  -0.24
S (-2.00297, -3.63124, 0.88596)  -0.12
S (-1.71136, -3.96558, -1.16109)  -0.13
S (-0.55151, -2.37131, -1.69696)  -0.31
F (-0.22302, 0.30029, -1.23468)  -0.11
C (3.10742, -0.09467, -2.25249)  -0.92
Te (3.28618, -0.75479, -0.22662)  0.44
C (3.37458, -2.80682, -0.74885)  -0.85
H (3.96586, -0.41185, -2.84183)  0.45
H (3.05456, 0.99364, -2.23693)  0.27
H (2.18389, -0.48721, -2.67410)  0.10
H (2.58688, -3.01645, -1.46957)  0.23
H (3.16773, -3.33682, 0.17601)  0.18
H (4.35510, -3.05705, -1.14880)  0.40
O (1.23983, -3.37194, 3.58555)  -0.72
S (1.52759, -2.31180, 2.64738)  1.16
O (0.72514, -1.06074, 2.92267)  -0.78
O (1.06407, -2.66643, 1.23659)  -0.39
O (2.95924, -1.97617, 2.56965)  -0.72
Ge (-2.13577, -0.80426, -2.26674)  1.03
C (-2.98283, 0.76526, -1.46363)  0.19
C (-4.24907, 0.64714, -0.89534)  -0.27
C (-4.94234, 1.77224, -0.46382)  -0.60
C (-4.38296, 3.03244, -0.61463)  -0.37
C (-3.12709, 3.16343, -1.19124)  -0.66
C (-2.43099, 2.03745, -1.60671)  0.02
C (-1.50556, -0.22095, -4.03960)  -0.39
C (-0.37294, 0.57911, -4.21078)  0.53
C (0.04040, 0.96432, -5.47939)  -0.89
C (-0.66812, 0.55763, -6.60256)  -0.35
C (-1.79164, -0.24091, -6.44995)  -0.59
C (-2.20144, -0.62545, -5.17835)  -0.37
H (-3.32702, -1.76077, -2.53112)  -0.17
H (-4.68021, -0.33767, -0.76162)  0.29
H (-5.91585, 1.66190, -0.00007)  0.35
H (-4.91801, 3.91003, -0.26992)  0.36
H (-2.67643, 4.14353, -1.29490)  0.36
H (-1.43866, 2.14250, -2.02221)  0.09
H (0.18562, 0.88784, -3.33575)  0.25
H (0.92352, 1.58304, -5.59164)  0.39
H (-0.34297, 0.85797, -7.59219)  0.35
H (-2.34731, -0.56851, -7.32157)  0.36
H (-3.07802, -1.25584, -5.07071)  0.34


What should be chosen as the most stable of them? Choose Q).


P) DFT (ωB97M-V/def2-TZVPD) results for H29O14 as an isolated structure.

Calculated values
* frontier orbital gap: 10.46 eV
* charge: +1
* spin multiplicity: 1
* HOMO: -13.16 eV

Last column: natural (NBO) charge in e.
Positions of all 43 atoms, in Å:
O (2.24195, -1.84052, -1.08065)  -1.01
H (-0.74412, -0.35609, 2.43216)  0.47
O (-1.19201, -2.14316, -0.19456)  -0.85
H (4.06598, 0.29987, -3.14442)  0.50
H (-1.62260, -1.62491, -0.89851)  0.53
O (2.15217, 0.70927, 1.56304)  -0.95
H (-1.06985, 2.33960, 4.29022)  0.49
H (1.77114, 1.04347, 2.39093)  0.51
O (3.21141, 0.01349, -2.83925)  -0.96
H (-4.05382, 0.38175, 2.02575)  0.48
H (2.61424, 0.76806, -2.78928)  0.49
O (-3.36548, 0.50210, -3.68783)  -0.94
H (-3.10323, 0.79980, -4.53269)  0.47
H (-3.79312, 1.26067, -3.27373)  0.47
O (4.43141, -1.18972, 0.35830)  -0.94
H (-2.01431, 4.21906, 1.64770)  0.49
H (-0.70194, 2.61293, 2.63866)  0.51
O (0.20308, -3.68591, -1.62557)  -0.95
H (0.29417, -3.20697, -2.45503)  0.49
H (-0.37832, -2.56484, -0.61600)  0.53
O (-1.18493, -1.11926, 2.77982)  -0.94
H (-1.23418, -0.99104, 3.73395)  0.48
H (-1.40765, 3.57394, 0.44373)  0.49
O (-3.23238, 0.06107, 1.59991)  -0.96
H (2.77873, -1.57857, -0.32795)  0.48
H (2.61526, -1.34653, -1.83115)  0.51
O (-0.92333, 2.96219, -1.71007)  -0.97
H (-0.32878, 0.99310, -1.18265)  0.50
H (3.04792, 1.06170, 1.59282)  0.50
O (-0.62024, 2.73061, 3.57020)  -1.02
H (5.06524, -0.46892, 0.27298)  0.48
H (1.01528, -1.85494, 0.49266)  0.51
O (0.57073, -1.12181, 0.97461)  -0.92
H (-3.31548, -0.88546, 1.76225)  0.48
H (1.28334, -0.41123, 0.95701)  0.53
O (-0.87154, 0.25758, -0.87554)  -1.00
H (-0.52874, -1.29882, 0.33263)  0.54
H (-1.59250, 0.54012, -0.29062)  0.51
O (-1.54949, 3.42839, 1.38459)  -0.96
H (-1.33220, 2.19108, -2.13772)  0.48
H (4.15648, -1.12913, 1.27834)  0.47
H (-1.27264, 3.71536, -2.20266)  0.49
H (0.36472, -4.58723, -1.90385)  0.51


Q) DFT (ωB97M-V/def2-TZVPD) results for H29O14 as an isolated structure.

Calculated values
* frontier orbital gap: 10.40 eV
* charge: +1
* spin multiplicity: 1
* HOMO: -13.14 eV

Last column: natural (NBO) charge in e.
Positions of all 43 atoms, in Å:
O (0.71217, 0.67056, 3.67300)  -0.97
H (-1.49868, 1.15532, 4.80096)  0.50
O (-0.44509, 0.72601, -3.57545)  -0.91
H (0.12398, 1.42331, -3.27676)  0.47
H (0.91164, -0.19212, -2.69277)  0.48
O (1.67846, -1.39485, -0.00242)  -0.96
H (-1.38164, 1.27427, 2.01813)  0.51
H (1.45268, -2.33623, -0.12310)  0.50
O (-1.87889, 2.40407, -0.90432)  -0.97
H (-1.13934, 2.72251, -0.43196)  0.48
H (-2.69134, 2.37193, -0.38650)  0.48
O (2.26756, -3.12570, 1.38548)  -1.01
H (1.43338, -3.23600, 1.79627)  0.51
H (2.87244, -3.65331, 0.89897)  0.51
O (4.12783, 1.79655, -0.41499)  -0.93
H (2.16951, 0.33273, -3.23128)  0.47
H (-1.56338, -0.10160, 2.71369)  0.55
O (0.12235, 0.56322, 0.13140)  -0.89
H (0.98102, 0.01206, 0.30798)  0.55
H (-0.26676, 0.20504, -0.71238)  0.55
O (-3.64094, -2.26046, 0.58544)  -0.96
H (-4.57227, -2.08611, 0.80762)  0.49
H (5.04797, 1.46747, -0.30436)  0.47
O (-0.70726, 3.59271, 1.45427)  -0.96
H (0.04747, 4.13460, 1.17798)  0.49
H (0.99571, 0.18466, 4.47351)  0.49
O (-1.97660, 0.46336, 4.29348)  -0.96
H (1.04260, -2.09079, -4.46193)  0.51
H (2.39217, -1.46744, -0.67385)  0.50
O (-1.37910, 0.30392, 1.82535)  -0.89
H (3.82250, 1.21675, -1.08071)  0.46
H (-1.84979, -1.82404, -0.56847)  0.50
O (-1.17004, -1.61500, -1.20697)  -0.99
H (-0.67812, 3.82717, 2.40000)  0.48
H (-0.90156, -2.39260, -1.67662)  0.49
O (0.32682, -1.74596, -4.94873)  -1.04
H (-0.79001, 0.30741, -2.78406)  0.47
H (0.03772, -0.94232, -5.35774)  0.53
O (1.89759, -0.32380, -2.59285)  -0.98
H (-2.89794, 0.60700, 4.52957)  0.49
H (-3.68698, -2.85623, -0.16312)  0.47
H (1.53840, 1.10825, 3.40685)  0.48
H (-0.38786, 0.44517, 1.13337)  0.52


What should be chosen as the most stable of them? Choose P).


P) DFT (ωB97M-V/def2-TZVPD) results for C2ClI3O as an isolated structure.

Calculated values
* frontier orbital gap: 7.24 eV
* spin multiplicity: 1
* HOMO: -8.82 eV

Last column: natural (NBO) charge in e.
Positions of all 7 atoms, in Å:
C (-0.20071, 0.41959, 0.35780)  -0.26
C (0.89231, -0.34417, 0.32010)  -0.49
O (-1.60622, 0.10115, -1.44977)  -0.98
Cl (-0.30825, 2.07718, 0.40898)  0.13
I (2.68579, 0.58061, -0.15503)  0.25
I (-2.18039, -0.41839, 0.24402)  1.10
I (0.71747, -2.41597, 0.27391)  0.25


Q) DFT (ωB97M-V/def2-TZVPD) results for a single C2ClI3O molecule.

Calculated values
* frontier orbital gap: 7.75 eV
* SMILES: O=C(Cl)C(I)(I)I
* spin multiplicity: 1
* HOMO: -9.68 eV

Last column: natural (NBO) charge in e.
Positions of all 7 atoms, in Å:
C (-0.15193, -0.24984, 0.21993)  0.43
C (0.50317, 0.37181, -0.97027)  -0.60
O (-1.07944, -0.96857, 0.37746)  -0.45
Cl (0.93691, 0.25831, 1.59937)  -0.10
I (-1.28186, -0.17291, -2.61362)  0.11
I (1.10452, 2.41092, -1.02418)  0.36
I (2.14364, -1.18109, -1.40620)  0.25


What should be chosen as the most stable of them? Choose Q).


P) DFT (ωB97M-V/def2-TZVPD) results for a single C4H10S2 molecule.

Calculated values
* frontier orbital gap: 8.90 eV
* SMILES: CCSSCC
* spin multiplicity: 1
* HOMO: -8.13 eV

Last column: natural (NBO) charge in e.
Positions of all 16 atoms, in Å:
C (-0.38651, 1.94559, -2.40326)  -0.62
C (0.66706, 1.91799, -1.25979)  -0.57
S (-0.03337, 1.45683, 0.29154)  0.11
S (-0.40318, -0.57303, 0.04268)  0.03
C (0.23630, -1.25730, 1.65256)  -0.50
C (-0.36779, -2.60710, 2.04826)  -0.63
H (-0.22148, 2.79172, -3.06470)  0.21
H (-0.23634, 1.00643, -2.93949)  0.21
H (-1.40091, 1.95193, -2.01912)  0.22
H (1.44706, 1.22295, -1.57995)  0.22
H (1.23456, 2.84792, -1.17955)  0.23
H (-0.10740, -0.48481, 2.33112)  0.22
H (1.31899, -1.34189, 1.58391)  0.22
H (-0.80355, -2.54492, 3.04239)  0.22
H (-1.21335, -2.83839, 1.39779)  0.22
H (0.26991, -3.49393, 2.05561)  0.22


Q) DFT (ωB97M-V/def2-TZVPD) results for a 2-piece molecular cluster, C4H10S2 overall.

Calculated values
* frontier orbital gap: 9.75 eV
* SMILES: C=CC.CSS
* spin multiplicity: 1
* HOMO: -9.10 eV

Last column: natural (NBO) charge in e.
Positions of all 16 atoms, in Å:
C (-0.78591, -1.76212, -2.02315)  -0.77
S (0.10893, -3.29685, -2.27150)  0.10
S (2.00526, -2.87770, -1.71960)  -0.14
H (-1.55902, -1.68552, -2.77083)  0.23
H (-0.18258, -0.85856, -2.14330)  0.23
H (-1.02987, -1.72500, -0.96814)  0.22
H (2.00711, -3.01415, -0.37549)  0.12
C (-0.81772, 1.84225, 0.50457)  -0.65
C (0.46458, 1.84254, 1.30162)  -0.16
C (0.58166, 1.39160, 2.53853)  -0.41
H (-1.39516, 0.96419, 0.79183)  0.21
H (-1.39247, 2.72235, 0.80470)  0.22
H (-0.64476, 1.88512, -0.56403)  0.21
H (1.34463, 2.25463, 0.81591)  0.19
H (1.50928, 1.50070, 3.08874)  0.20
H (-0.21398, 0.81651, 2.99014)  0.19


What should be chosen as the most stable of them? Choose P).